DFT (ωB97M-V with the def2-TZVPD basis set) results for C46H55As2N3PbSSe3Si2Te2 as an isolated structure.

Output
Largest force on an atom, Eh/bohr: 0.0116
2S+1: 1
Total charge: 0

Each line ends with the Mulliken charge.
Positions of all 115 atoms, in Å:
H (-0.93, -2.52, 5.29)  0.463
C (-1.36, 3.30, -3.39)  0.010
C (4.87, 0.71, -4.46)  -1.098
H (-3.54, 3.35, -0.95)  0.408
H (-5.73, -3.85, 3.01)  0.387
As (-2.91, 0.81, 0.94)  0.992
C (-4.28, -1.75, 0.77)  -0.353
C (-0.68, -6.72, -2.27)  -0.506
Se (-2.04, -1.16, -3.65)  -0.464
H (-4.05, -1.71, -0.29)  0.215
H (4.14, -1.57, -2.41)  0.588
H (-0.07, -5.42, 1.94)  0.300
C (-4.85, -1.95, 3.48)  -0.675
H (3.93, 3.28, -2.71)  0.326
H (-1.93, 6.47, -4.44)  0.409
C (-0.89, -3.26, 3.28)  -0.330
C (-0.86, -3.90, 0.85)  -0.198
C (0.74, 3.10, -0.32)  0.452
H (-3.93, -0.03, 3.66)  0.397
H (-3.86, 2.47, -2.43)  0.625
Si (5.00, -0.53, 2.21)  0.235
H (-1.18, 5.47, -6.58)  0.374
C (4.17, -0.63, -1.84)  -0.562
C (-1.27, 4.26, 0.27)  -0.104
C (1.46, 3.87, 0.59)  -0.386
H (6.79, -2.19, 1.86)  0.371
C (-3.92, -0.71, 1.62)  0.342
N (-1.37, -3.45, -0.22)  0.008
H (3.40, -2.34, 2.76)  0.171
H (-0.67, 1.69, -4.63)  0.444
C (-0.63, 3.30, -0.50)  0.495
C (-3.39, 2.39, -1.45)  -1.345
H (0.50, 0.11, 2.21)  0.609
H (1.77, 1.59, -4.19)  0.300
C (6.18, -1.56, 1.20)  -1.054
C (0.80, 4.83, 1.35)  -0.958
Te (-1.36, -3.18, -4.98)  -0.139
H (2.52, 3.71, 0.72)  0.410
H (-2.34, 4.43, 0.18)  0.128
H (-5.21, -3.67, 0.59)  0.444
H (-4.07, 0.34, -1.24)  0.587
H (0.34, -8.48, -2.93)  0.390
H (5.93, 0.69, -4.16)  0.307
H (-1.32, -4.22, 3.52)  0.650
C (-3.55, 2.20, 2.16)  0.196
C (-0.58, -2.93, 1.96)  0.228
C (4.03, -1.66, 3.34)  -0.883
H (-2.03, 5.10, -2.41)  0.268
H (1.31, 0.89, -2.64)  -0.826
H (-4.67, 5.00, 4.58)  0.378
Te (2.76, -0.92, -0.26)  -0.509
C (-4.00, 1.25, -0.64)  -1.024
H (5.64, -2.22, 0.52)  0.324
N (-0.10, -1.75, 1.60)  0.690
C (-0.37, -6.13, 0.04)  0.203
C (-1.65, 5.43, -4.49)  -0.728
H (4.72, 1.56, -5.12)  0.301
C (-3.01, 3.97, 3.70)  -0.510
H (-1.08, 5.78, 1.77)  0.475
C (3.80, 0.40, 1.11)  -0.490
Si (3.77, 0.82, -2.96)  0.017
H (3.39, -1.09, 4.02)  0.237
H (-5.01, 1.51, -0.32)  0.600
C (-4.36, 4.22, 3.90)  -0.501
H (-0.54, 3.08, -6.67)  0.417
H (6.57, 1.35, 2.62)  0.309
H (3.04, 0.91, 1.70)  0.205
H (-5.65, 1.85, 1.85)  0.298
C (-0.69, -2.30, 4.26)  -0.886
H (3.47, 2.53, -1.18)  -0.579
C (0.14, -7.83, -2.10)  -0.703
C (-5.31, 3.45, 3.23)  -0.679
N (-0.61, -5.23, 1.11)  -0.035
C (0.72, -8.07, -0.86)  -0.615
H (4.66, -0.20, -5.03)  0.297
C (-0.94, 2.74, -4.59)  -0.246
H (5.26, 1.34, 3.81)  0.311
As (-1.47, 2.14, -1.82)  0.479
H (1.25, 2.33, -0.89)  -0.316
C (-0.96, -5.89, -1.20)  0.611
H (0.95, -7.38, 1.16)  0.364
H (6.87, -0.95, 0.60)  0.311
S (-2.04, -4.51, -1.36)  -0.140
H (-5.07, -2.02, 4.54)  0.425
H (1.37, -8.92, -0.72)  0.387
H (-1.11, -6.49, -3.24)  0.364
H (4.71, -2.27, 3.95)  0.429
Se (1.12, -2.94, -4.72)  -0.330
C (-0.56, 5.03, 1.18)  -0.859
C (4.11, 2.42, -2.05)  -0.201
C (-0.87, 3.53, -5.74)  -0.768
C (-4.90, 2.45, 2.36)  -0.379
C (-4.20, -0.83, 2.98)  -0.649
C (-4.94, -2.87, 1.27)  -0.599
C (1.98, 0.78, -3.49)  0.415
H (5.15, 2.47, -1.72)  0.390
C (-1.23, 4.86, -5.69)  -0.418
H (5.15, -0.55, -1.38)  0.281
C (0.48, -7.21, 0.20)  -0.764
H (-0.01, -0.29, 4.62)  0.556
H (6.61, 0.20, 3.96)  0.322
H (-2.26, 4.56, 4.22)  0.450
H (1.36, 5.43, 2.06)  0.394
H (4.30, 1.15, 0.50)  0.193
H (-1.55, 2.78, 2.67)  0.451
H (-6.36, 3.64, 3.39)  0.397
C (-5.22, -2.98, 2.62)  -0.572
C (0.11, -0.84, 2.55)  -0.847
C (5.95, 0.70, 3.24)  -1.102
C (-2.61, 2.96, 2.83)  -0.579
C (-0.17, -1.07, 3.89)  -0.894
Se (1.40, -3.14, -2.40)  -0.345
H (1.74, -0.17, -3.98)  0.110
C (-1.72, 4.65, -3.34)  -0.201
Pb (-0.37, -1.20, -1.39)  2.427

---

DFT (ωB97M-V with the def2-TZVPD basis set) results for C46H55BrN7O3S2SiTl as an isolated structure in a non-equilibrium geometry.

Output
Largest force on an atom, Eh/bohr: 0.0623
2S+1: 1
Total charge: +2

Each line ends with the Mulliken charge.
Positions of all 116 atoms, in Å:
H (16.58, 14.45, 11.47)  0.453
C (15.21, 13.24, 6.64)  -0.289
C (14.81, 13.64, 16.06)  -0.406
C (10.39, 12.78, 14.45)  -0.963
H (23.59, 12.70, 18.64)  0.435
H (14.51, 14.20, 8.40)  0.590
C (13.45, 6.97, 12.77)  -1.015
H (17.40, 6.38, 16.45)  0.559
C (17.24, 8.02, 10.48)  -0.648
H (13.75, 9.84, 9.21)  0.356
Si (18.06, 9.12, 9.25)  0.077
C (18.19, 11.80, 18.90)  -0.069
C (11.38, 11.07, 12.73)  -0.245
H (12.24, 13.60, 16.24)  0.669
H (17.04, 8.47, 11.47)  0.083
C (14.72, 13.46, 10.89)  -0.320
H (15.55, 14.55, 19.26)  0.709
C (10.00, 11.47, 12.54)  -0.820
C (18.02, 8.34, 7.57)  -1.233
H (21.64, 12.18, 17.36)  0.428
C (11.74, 12.42, 14.49)  0.588
H (18.62, 8.79, 6.77)  0.354
H (16.33, 7.06, 18.65)  0.383
H (18.43, 13.14, 20.45)  0.449
H (14.15, 6.25, 13.11)  0.433
H (9.39, 11.05, 11.75)  0.515
S (14.43, 8.38, 15.83)  0.018
H (11.80, 10.39, 12.01)  0.329
H (16.37, 7.48, 10.08)  0.172
C (14.77, 13.68, 17.47)  -0.610
H (13.03, 16.02, 13.16)  0.470
N (16.97, 10.54, 9.18)  0.304
H (17.00, 8.03, 7.24)  0.358
C (13.68, 7.57, 11.43)  0.261
H (13.82, 7.40, 8.22)  0.423
H (12.84, 12.67, 10.43)  0.484
C (13.45, 15.25, 12.53)  -1.027
H (19.75, 10.94, 9.18)  0.290
H (19.19, 11.46, 18.95)  0.066
S (18.17, 10.82, 14.29)  -0.074
N (13.70, 6.77, 10.29)  0.003
H (13.69, 7.79, 18.07)  0.528
H (16.78, 10.30, 6.47)  0.436
H (13.96, 13.25, 18.10)  0.449
H (17.73, 15.34, 15.65)  0.449
H (19.60, 10.24, 10.83)  0.244
C (21.98, 9.24, 19.04)  -0.499
H (18.50, 7.42, 7.85)  0.453
C (23.11, 9.58, 19.76)  -0.523
C (22.03, 11.40, 17.98)  -0.156
H (17.55, 11.64, 20.89)  0.485
N (17.38, 10.71, 16.76)  1.278
H (17.27, 9.85, 18.73)  0.253
C (20.14, 9.81, 17.52)  -0.205
C (17.71, 12.40, 20.19)  -1.582
C (15.70, 14.44, 18.17)  -0.340
H (16.81, 12.97, 20.08)  0.209
H (16.21, 11.20, 18.31)  0.547
N (13.71, 8.84, 11.15)  0.304
H (17.55, 8.01, 17.05)  -0.623
H (24.51, 11.10, 20.29)  0.394
C (23.17, 11.73, 18.74)  -0.950
H (14.64, 14.00, 6.09)  0.407
H (15.48, 15.91, 13.05)  0.508
O (19.46, 8.87, 17.87)  -0.611
C (15.49, 14.34, 11.62)  -0.527
N (19.67, 10.77, 16.56)  0.395
C (19.62, 9.96, 9.77)  -0.941
H (20.47, 9.34, 9.58)  0.414
H (15.01, 9.02, 17.97)  -0.160
H (23.60, 8.84, 20.42)  0.368
C (21.43, 10.18, 18.11)  0.723
C (16.86, 14.90, 16.14)  -0.716
H (21.49, 8.25, 19.19)  0.358
C (9.50, 12.35, 13.51)  -0.674
C (15.94, 14.15, 15.43)  -0.274
C (14.65, 8.07, 17.61)  -0.153
C (18.44, 10.75, 15.98)  -0.351
C (23.68, 10.82, 19.64)  -0.348
C (13.38, 13.43, 10.98)  0.168
H (15.88, 11.94, 5.05)  0.429
H (10.00, 13.41, 15.24)  0.508
H (16.47, 10.58, 16.31)  -0.694
C (15.85, 12.09, 6.12)  -1.004
H (20.39, 11.20, 16.01)  0.479
C (16.67, 15.18, 17.52)  -0.532
C (15.74, 7.02, 17.71)  -1.004
Tl (15.12, 11.07, 13.48)  0.721
H (8.52, 12.74, 13.50)  0.491
H (13.43, 7.78, 13.46)  -0.084
H (15.87, 6.80, 14.77)  0.450
C (17.23, 10.83, 18.23)  -0.859
C (16.36, 11.16, 6.92)  -0.381
C (15.58, 12.47, 8.89)  0.772
C (16.39, 11.28, 8.38)  0.231
H (18.36, 12.58, 18.17)  0.247
N (12.21, 11.56, 13.60)  0.464
O (15.42, 12.39, 10.18)  0.317
Br (17.98, 16.17, 18.46)  -0.112
C (15.05, 13.37, 8.00)  -1.025
H (13.61, 5.76, 10.28)  0.201
C (13.70, 7.68, 9.25)  -0.992
H (17.94, 7.22, 10.76)  0.515
C (14.85, 15.20, 12.48)  -0.239
C (16.80, 7.32, 16.63)  0.298
N (13.87, 13.02, 15.22)  0.498
H (16.51, 8.48, 14.64)  -0.216
O (14.42, 9.94, 15.66)  -0.428
C (16.11, 7.74, 15.35)  0.140
C (12.73, 14.35, 11.79)  -0.338
H (12.50, 6.47, 12.89)  0.407
H (16.07, 13.81, 14.44)  0.737
C (13.72, 8.90, 9.77)  -0.094
H (11.63, 14.25, 11.93)  0.409
C (12.64, 13.07, 15.42)  -0.949
H (15.29, 6.06, 17.51)  0.363

---

Asked for relative energy (zero: lowest compared OMol25 entry of this formula, charge and spin) across the records above, the calculation gives 0.000; 0.598 eV in order.
Asked for Kohn-Sham gap across the records above, the calculation gives 6.45; 4.97 eV in order.
Asked for HOMO across the records above, the calculation gives -6.53; -12.21 eV in order.